Record 1
Below is a molecular structure, C24H59F3NO10PtS8 in a non-equilibrium geometry, with properties calculated with the ωB97M-V functional and the def2-TZVPD basis.

Geometry as XYZ:
```
106
Properties=species:S:1:pos:R:3
Pt -15.24 -13.09 17.31
C -13.95 -11.91 14.36
O -14.62 -10.75 13.84
O -14.64 -12.43 15.35
C -13.61 -12.82 13.17
F -12.70 -13.76 13.55
F -14.68 -13.46 12.70
F -13.04 -12.15 12.16
C -13.88 -9.68 13.32
C -14.82 -8.60 12.80
H -15.20 -8.00 13.63
H -14.28 -7.82 12.25
H -15.73 -8.92 12.30
H -13.18 -9.94 12.52
H -13.29 -9.24 14.13
H -13.01 -11.46 14.73
C -18.55 -6.69 12.78
S -19.03 -8.24 12.03
O -20.51 -8.15 11.79
C -18.21 -8.07 10.41
H -18.68 -6.69 13.86
H -19.19 -5.92 12.34
H -17.50 -6.48 12.59
H -17.17 -7.81 10.62
H -18.67 -7.31 9.78
H -18.21 -9.02 9.89
C -8.65 -15.10 9.15
S -8.71 -15.26 10.96
O -7.31 -15.01 11.42
C -9.64 -13.69 11.21
H -7.83 -15.71 8.76
H -8.40 -14.08 8.87
H -9.58 -15.38 8.65
H -9.47 -13.36 12.24
H -10.70 -13.94 11.11
H -9.35 -12.93 10.50
C -14.02 -17.09 9.47
S -13.58 -17.48 11.18
O -13.52 -18.97 11.24
C -11.87 -16.88 11.18
H -13.30 -17.51 8.77
H -13.94 -16.01 9.31
H -15.01 -17.45 9.22
H -11.79 -15.80 11.05
H -11.30 -17.43 10.44
H -11.53 -17.01 12.21
C -13.49 -8.14 9.44
S -11.95 -7.47 10.19
O -11.43 -6.48 9.20
C -10.95 -9.00 10.04
H -14.24 -7.38 9.22
H -13.95 -8.80 10.18
H -13.23 -8.69 8.54
H -11.16 -9.49 9.08
H -11.45 -9.69 10.73
H -9.89 -8.98 10.25
C -10.73 -13.25 16.94
S -11.81 -13.37 18.40
O -13.15 -13.61 17.77
C -11.29 -14.93 19.07
H -9.70 -13.08 17.27
H -11.17 -12.50 16.30
H -10.71 -14.23 16.46
H -11.60 -15.75 18.42
H -11.68 -15.06 20.08
H -10.22 -15.09 19.22
C -15.10 -9.04 16.85
S -14.26 -9.76 18.26
O -14.55 -11.25 18.14
C -12.58 -9.54 17.57
H -16.16 -8.86 17.02
H -14.92 -9.73 16.02
H -14.66 -8.07 16.59
H -11.87 -9.94 18.29
H -12.37 -8.46 17.61
H -12.47 -9.95 16.58
C -12.57 -5.50 14.62
S -12.05 -4.85 13.00
O -11.71 -3.42 13.24
C -10.43 -5.70 12.80
H -12.99 -6.51 14.54
H -13.36 -4.85 14.98
H -11.76 -5.54 15.34
H -10.56 -6.78 12.87
H -9.74 -5.37 13.57
H -10.05 -5.55 11.78
C -13.76 -16.19 15.87
S -15.58 -16.24 16.10
O -16.01 -14.84 16.52
C -15.91 -16.40 14.31
H -13.24 -15.97 16.80
H -13.52 -15.35 15.23
H -13.36 -17.14 15.52
H -15.42 -15.73 13.60
H -17.00 -16.34 14.27
H -15.58 -17.41 14.05
N -8.40 -8.76 13.72
C -9.15 -9.60 12.94
C -10.41 -9.71 13.48
C -10.39 -8.94 14.67
C -9.18 -8.30 14.75
H -7.47 -8.46 13.52
H -8.60 -10.09 12.15
H -11.17 -10.35 13.07
H -11.21 -8.83 15.36
H -8.76 -7.64 15.49
```

Calculated values
charge = +1
orbital gap (spin up / spin down) = 7.51 / 5.86 eV
DFT total energy = -5360.786665 hartree
E_LUMO (spin up / spin down) = -2.90 / -4.54 eV
highest occupied orbital energy (spin up / spin down) = -10.4 / -10.4 eV
spin multiplicity = 3



Record 2
Below is 10 unconnected molecules or ions with the total composition C24H59N7O16 in a non-equilibrium geometry, with properties calculated with the ωB97M-V functional and the def2-TZVPD basis.

Geometry as XYZ:
```
106
Properties=species:S:1:pos:R:3
C -19.80 20.40 -17.53
C -20.06 21.90 -17.65
O -19.97 22.75 -16.76
N -19.97 22.38 -19.12
H -18.99 22.55 -19.34
H -20.22 21.66 -19.77
C -20.90 23.51 -19.57
H -19.82 20.04 -16.50
H -18.86 19.89 -17.74
H -20.50 19.82 -18.13
H -20.90 23.66 -20.65
H -20.52 24.37 -19.02
H -21.92 23.30 -19.25
C -15.74 7.50 -12.12
C -15.58 9.00 -12.07
O -14.57 9.54 -11.63
N -16.70 9.83 -12.76
H -17.56 9.31 -12.73
H -16.85 10.64 -12.17
C -16.31 10.38 -14.13
H -14.86 7.11 -11.60
H -15.82 7.08 -13.12
H -16.65 7.28 -11.56
H -15.30 10.77 -14.13
H -17.02 11.10 -14.53
H -16.33 9.51 -14.79
C -17.49 8.63 -1.82
C -16.61 9.54 -2.68
O -15.54 9.11 -3.04
N -17.20 10.89 -3.02
H -18.02 10.79 -3.61
H -17.37 11.43 -2.19
C -16.19 11.83 -3.71
H -17.00 7.66 -1.78
H -18.44 8.45 -2.33
H -17.51 9.20 -0.89
H -15.76 11.28 -4.54
H -15.32 11.98 -3.06
H -16.76 12.69 -4.06
C -11.19 19.14 -4.47
C -10.59 18.59 -3.17
O -11.05 17.59 -2.61
N -9.21 19.17 -2.81
H -8.65 18.85 -3.58
H -9.20 20.16 -2.97
C -8.65 18.86 -1.40
H -10.69 18.68 -5.33
H -11.14 20.23 -4.48
H -12.22 18.82 -4.52
H -8.43 17.80 -1.36
H -9.33 19.08 -0.58
H -7.75 19.47 -1.29
C -5.73 12.91 -10.82
C -6.81 13.84 -11.29
O -6.64 14.49 -12.38
N -8.06 14.00 -10.31
H -8.08 13.20 -9.69
H -7.81 14.75 -9.67
C -9.34 14.34 -10.97
H -5.98 11.85 -10.88
H -5.22 13.15 -9.88
H -4.93 12.97 -11.56
H -10.12 14.39 -10.21
H -9.47 13.55 -11.70
H -9.26 15.28 -11.52
C -14.75 29.93 -14.97
C -15.26 28.57 -14.60
O -15.89 27.91 -15.45
N -14.58 27.81 -13.46
H -14.00 27.05 -13.79
H -13.99 28.51 -13.03
C -15.56 27.26 -12.40
H -14.04 30.35 -14.25
H -15.62 30.59 -14.97
H -14.16 29.97 -15.89
H -15.20 26.34 -11.93
H -16.39 26.85 -12.97
H -15.83 28.09 -11.75
C -25.20 15.79 -8.29
C -23.92 16.30 -8.88
O -23.74 16.60 -10.06
N -22.89 16.57 -7.84
H -23.09 16.17 -6.94
H -22.05 16.06 -8.08
C -22.70 18.08 -7.59
H -26.07 16.11 -8.87
H -25.41 16.13 -7.28
H -25.15 14.70 -8.32
H -22.42 18.52 -8.54
H -21.92 18.19 -6.84
H -23.62 18.62 -7.38
O -17.03 23.57 -6.08
C -18.11 24.06 -5.54
O -19.02 24.36 -6.35
O -18.18 24.36 -4.34
H -17.41 23.57 -6.96
O -12.99 20.41 -14.77
C -12.53 21.17 -13.79
O -11.96 22.21 -14.01
O -12.60 20.79 -12.65
H -13.38 19.76 -14.18
O -16.42 17.95 -10.02
C -16.57 16.85 -10.69
O -17.00 15.82 -10.17
O -16.20 16.81 -11.84
H -15.99 18.55 -10.64
```

Calculated values
charge = +4
orbital gap = 1.67 eV
DFT total energy = -2535.225999 hartree
E_LUMO = -7.31 eV
highest occupied orbital energy = -9.0 eV
relative energy (zero: lowest compared OMol25 entry of this formula, charge and spin) = 260.0 kcal per mole
spin multiplicity = 1